(1)
A structure of composition C29H36HgN4OSi. Source: OMol25; level of theory: ωB97M-V/def2-TZVPD.

Output
Electronic energy   -50719.2723 eV
Charge   -1
Orbital gap (alpha / beta)   6.103 / 4.290 eV
M   685.3 g/mol
HOMO (alpha / beta)   -3.31 / -3.30 eV
2S+1   2
LUMO level (alpha / beta)   2.80 / 0.99 eV
⟨S²⟩   0.7950

Cartesian coordinates (Å):
Hg 1.4131 -0.0671 0.2512
C -1.1823 -3.8336 -0.3146
Si -0.6525 -3.1106 1.3630
C 1.1963 -3.4810 1.4788
C -1.4844 -4.1801 2.6985
N -0.9112 -1.4552 1.5851
C -2.0514 -0.7757 1.4714
C -3.3161 -1.3343 1.1329
C -4.4661 -0.5868 0.9842
C -4.4525 0.7887 1.1719
C -3.2480 1.3820 1.5291
C -2.1000 0.6348 1.6664
O -0.9362 1.2608 2.1059
C -0.5129 2.3727 1.4504
C -0.6824 2.5488 0.0793
C -0.1496 3.6657 -0.5370
C 0.5543 4.6154 0.1908
C 0.7261 4.4318 1.5549
C 0.1950 3.3207 2.1861
H -0.8868 -4.8792 -0.4036
H -0.6975 -3.2811 -1.1172
H -2.2556 -3.7767 -0.4817
H 1.3681 -4.5480 1.6102
H 1.6606 -2.9590 2.3109
H 1.7151 -3.1645 0.5768
H -1.1840 -5.2257 2.6301
H -2.5702 -4.1371 2.6255
H -1.2101 -3.8125 3.6867
H -3.3617 -2.4038 0.9817
H -5.3924 -1.0866 0.7184
H -5.3472 1.3841 1.0580
H -3.1944 2.4506 1.7023
H -1.2066 1.7993 -0.4948
H -0.2721 3.7811 -1.6058
H 0.9676 5.4853 -0.3009
H 1.2805 5.1586 2.1349
H 0.3303 3.1648 3.2459
N 1.4031 0.0857 3.3486
C 2.4126 0.0139 4.3746
C 3.5103 -0.9799 4.0251
N 4.1137 -0.6916 2.7398
H 0.6547 0.7270 3.5778
H 0.9604 -0.8040 3.1471
H 2.0311 -0.2751 5.3742
H 2.8568 1.0114 4.4880
H 3.0773 -1.9830 3.9695
H 4.2271 -0.9858 4.8676
H 4.8448 -1.3522 2.5109
H 4.4955 0.2463 2.7040
C 3.7827 1.9317 -4.6147
C 3.0324 0.8229 -4.9881
C 1.8412 0.5349 -4.3520
C 1.3748 1.3598 -3.3090
C 2.1686 2.4562 -2.9155
C 3.3435 2.7439 -3.5737
N 0.2555 1.1267 -2.5805
C -0.7816 0.3835 -3.0630
C -1.1654 0.3600 -4.4150
C -2.2938 -0.3331 -4.8057
C -3.0515 -1.0311 -3.8746
C -2.6844 -1.0145 -2.5333
C -1.5737 -0.3072 -2.1249
H 4.7187 2.1480 -5.1153
H 3.3883 0.1719 -5.7758
H 1.2788 -0.3500 -4.6154
H 1.8253 3.0495 -2.0805
H 3.9398 3.5925 -3.2619
H -0.5971 0.9335 -5.1357
H -2.5898 -0.3240 -5.8483
H -3.9316 -1.5762 -4.1916
H -3.2728 -1.5408 -1.7935
H -1.2785 -0.2975 -1.0847

Atoms 1-3, force components in eV/Å:
Hg 0.3 -0.1 -0.1
C 0.0 0.1 0.2
Si 0.0 -0.1 0.1

=====

(2)
A structure of composition C29H36IN8NaS. Source: OMol25; level of theory: ωB97M-V/def2-TZVPD.

Output
Electronic energy   -65928.8306 eV
Charge   0
Orbital gap (alpha / beta)   6.548 / 6.547 eV
M   678.6 g/mol
HOMO (alpha / beta)   -6.30 / -6.30 eV
LUMO level (alpha / beta)   0.25 / 0.25 eV

Cartesian coordinates (Å):
Na -0.9295 1.8730 1.1322
C 2.4775 3.4557 -1.1229
C 1.4170 2.3681 -1.0106
N 0.1491 2.6504 -1.1340
C -0.2865 3.9756 -1.4992
C -1.7638 3.9065 -1.8331
N -2.4035 3.0977 -0.8215
C -3.7261 2.6795 -1.1617
C -4.2776 1.6673 -0.1742
N -3.2328 0.7654 0.1942
C -3.6068 -0.4069 0.9462
C -2.3704 -0.9233 1.7436
N -1.1332 -0.5180 1.0910
C -0.1294 -1.2980 1.0564
C -0.0042 -2.5704 1.8256
C 0.9519 -0.9731 0.1255
C 2.2432 -1.4817 0.2139
C 3.2969 -0.8165 -0.4488
C 3.0721 0.4963 -0.8643
C 1.7599 1.0078 -0.8690
N 0.7535 -0.0327 -0.9484
H 2.7560 3.5833 -2.1625
H 3.3765 3.2514 -0.5349
H 2.0611 4.3965 -0.7889
H 0.2427 4.4242 -2.3453
H -0.1684 4.6860 -0.6662
H -1.9284 3.4842 -2.8177
H -2.1825 4.9175 -1.8593
H -1.8349 2.2541 -0.8829
H -3.7669 2.3001 -2.2033
H -4.3848 3.5525 -1.1427
H -5.1983 1.2176 -0.6214
H -4.6190 2.1897 0.7573
H -2.7338 0.4377 -0.6218
H -4.0116 -1.1866 0.2701
H -4.4176 -0.1446 1.6324
H -2.4783 -1.9900 1.8968
H -2.4632 -0.5114 2.7388
H -0.7952 -2.6708 2.5751
H 0.9449 -2.6311 2.3666
H -0.0859 -3.4418 1.1577
H 2.4240 -2.2823 0.9141
H 4.2964 -1.2278 -0.4344
H 3.9311 1.1098 -1.1121
I -1.9433 -2.7261 -1.2406
C -0.0171 -3.0832 -1.9733
C 0.2984 -4.4076 -2.2376
C 1.2548 -4.7281 -3.2229
C 1.7404 -3.7435 -4.0193
C 1.4318 -2.3864 -3.7521
C 1.6844 -1.4085 -4.7605
C 1.1789 -0.1614 -4.5760
C 0.7602 0.2785 -3.3042
C 0.6800 -0.5968 -2.2562
C 0.7064 -2.0146 -2.5687
H -0.3737 -5.2014 -1.8868
H 1.4716 -5.7665 -3.4181
H 2.3333 -3.9998 -4.8626
H 2.1864 -1.7314 -5.6783
H 1.2962 0.5678 -5.3775
H 0.5934 1.3349 -3.1521
C 0.6655 -2.3491 5.8120
C -0.1293 -1.0408 5.6936
C 0.3644 -0.1076 4.6407
N -0.3858 0.7466 4.0464
N 0.3007 1.4762 3.1144
C 1.5480 1.1620 3.0082
N 2.4251 1.7508 2.1723
S 2.0182 -0.0473 4.1557
H 0.1683 -3.0142 6.5123
H 1.6693 -2.1256 6.1909
H 0.7535 -2.8871 4.8676
H -0.0924 -0.5395 6.6508
H -1.1499 -1.2670 5.4937
H 2.0130 2.0539 1.3004
H 3.3281 1.3220 2.0713

Atoms 1-3, force components in eV/Å:
Na -0.3 -0.1 -0.5
C -0.1 -0.5 0.3
C -0.8 0.5 -0.4

=====

(3)
A structure of composition C29H36MoN9O2S7. Source: OMol25; level of theory: ωB97M-V/def2-TZVPD.

Output
Electronic energy   -125861.8265 eV
Charge   +1
Orbital gap (alpha / beta)   6.783 / 5.474 eV
M   863.1 g/mol
HOMO (alpha / beta)   -9.55 / -9.76 eV
2S+1   3
LUMO level (alpha / beta)   -2.76 / -4.29 eV
⟨S²⟩   2.0408

Cartesian coordinates (Å):
Mo -0.2694 0.0755 0.0309
N 1.6813 0.0178 -1.1543
C 2.9924 0.6250 -0.8436
C 3.0545 2.1370 -1.0157
C 2.4898 2.9377 0.1607
C 1.0417 3.3738 0.0246
N 0.1202 2.3187 -0.4666
H 1.8520 -0.9888 -1.1819
H 1.3967 0.2766 -2.0973
H 3.7436 0.1548 -1.4829
H 3.2497 0.3685 0.1873
H 2.5769 2.4274 -1.9587
H 4.1075 2.3950 -1.1401
H 3.0735 3.8515 0.2914
H 2.6316 2.3594 1.0750
H 0.9864 4.2072 -0.6821
H 0.6672 3.7329 0.9791
H 0.3170 2.1885 -1.4581
H -0.8157 2.7160 -0.4670
S -0.3149 -7.2971 -3.1544
C 0.0712 -5.8548 -2.5200
S -0.9382 -4.4471 -2.6544
C 0.0517 -3.3062 -1.7615
C 1.2705 -3.8295 -1.2861
S 2.5106 -3.0606 -0.4567
S 1.5385 -5.5207 -1.6544
S -0.6938 -1.7842 -1.6921
O -1.9590 2.6471 -2.9708
S -1.5762 1.2622 -2.8628
O -0.1901 0.9666 -3.1588
N -1.8685 0.7077 -1.3586
C -3.0881 1.0839 -0.7715
C -4.2084 1.5679 -1.4130
C -5.3798 1.8865 -0.6971
C -5.4609 1.7312 0.6559
C -4.3356 1.2397 1.3533
C -4.3224 1.0429 2.7489
C -3.1998 0.5594 3.3620
C -2.0763 0.2733 2.5744
N -2.0472 0.4522 1.2686
C -3.1607 0.9255 0.6379
C -2.5778 0.3477 -3.9979
C -3.3067 -0.7676 -3.6216
C -4.0559 -1.4388 -4.5780
C -4.0653 -0.9966 -5.8916
C -3.3352 0.1281 -6.2574
C -2.5922 0.8106 -5.3101
H -4.2124 1.7272 -2.4796
H -6.2284 2.2650 -1.2515
H -6.3626 1.9773 1.2006
H -5.2124 1.2761 3.3208
H -3.1596 0.3941 4.4295
H -1.1726 -0.1158 3.0240
H -3.2911 -1.1078 -2.5961
H -4.6303 -2.3103 -4.2932
H -4.6466 -1.5264 -6.6347
H -3.3469 0.4753 -7.2817
H -2.0309 1.6959 -5.5797
C -0.1274 2.8294 5.5566
C 0.7855 3.1594 4.3770
C 1.1009 1.9533 3.5543
N 0.5899 1.7207 2.4025
N 0.9958 0.5240 1.8504
C 1.8261 -0.1399 2.6240
N 2.3211 -1.3533 2.3392
S 2.1764 0.6939 4.0985
H -0.3534 3.7301 6.1251
H 0.3384 2.1149 6.2371
H -1.0680 2.4026 5.2054
H 1.7134 3.6168 4.7265
H 0.3043 3.8734 3.7079
H 2.1386 -1.7503 1.4196
H 3.1241 -1.6946 2.8379
C -2.0219 -3.8614 3.2604
N -1.0688 -3.8464 2.1524
C -0.7141 -5.1235 1.5233
C -0.7079 -2.7245 1.6053
N -0.3697 -1.7333 1.1090
H -1.6348 -4.4918 4.0604
H -2.9837 -4.2524 2.9255
H -2.1571 -2.8502 3.6364
H -0.3156 -5.7934 2.2844
H 0.0471 -4.9519 0.7681
H -1.5947 -5.5741 1.0632

Atoms 1-3, force components in eV/Å:
Mo 0.1 -0.1 -0.2
N -0.1 0.0 0.1
C 0.0 0.0 0.0

=====

What did the third record say?
A structure of composition C29H36MoN9O2S7. Source: OMol25; level of theory: ωB97M-V/def2-TZVPD.

Output
Electronic energy   -125861.8265 eV
Charge   +1
Orbital gap (alpha / beta)   6.783 / 5.474 eV
M   863.1 g/mol
HOMO (alpha / beta)   -9.55 / -9.76 eV
2S+1   3
LUMO level (alpha / beta)   -2.76 / -4.29 eV
⟨S²⟩   2.0408

Cartesian coordinates (Å):
Mo -0.2694 0.0755 0.0309
N 1.6813 0.0178 -1.1543
C 2.9924 0.6250 -0.8436
C 3.0545 2.1370 -1.0157
C 2.4898 2.9377 0.1607
C 1.0417 3.3738 0.0246
N 0.1202 2.3187 -0.4666
H 1.8520 -0.9888 -1.1819
H 1.3967 0.2766 -2.0973
H 3.7436 0.1548 -1.4829
H 3.2497 0.3685 0.1873
H 2.5769 2.4274 -1.9587
H 4.1075 2.3950 -1.1401
H 3.0735 3.8515 0.2914
H 2.6316 2.3594 1.0750
H 0.9864 4.2072 -0.6821
H 0.6672 3.7329 0.9791
H 0.3170 2.1885 -1.4581
H -0.8157 2.7160 -0.4670
S -0.3149 -7.2971 -3.1544
C 0.0712 -5.8548 -2.5200
S -0.9382 -4.4471 -2.6544
C 0.0517 -3.3062 -1.7615
C 1.2705 -3.8295 -1.2861
S 2.5106 -3.0606 -0.4567
S 1.5385 -5.5207 -1.6544
S -0.6938 -1.7842 -1.6921
O -1.9590 2.6471 -2.9708
S -1.5762 1.2622 -2.8628
O -0.1901 0.9666 -3.1588
N -1.8685 0.7077 -1.3586
C -3.0881 1.0839 -0.7715
C -4.2084 1.5679 -1.4130
C -5.3798 1.8865 -0.6971
C -5.4609 1.7312 0.6559
C -4.3356 1.2397 1.3533
C -4.3224 1.0429 2.7489
C -3.1998 0.5594 3.3620
C -2.0763 0.2733 2.5744
N -2.0472 0.4522 1.2686
C -3.1607 0.9255 0.6379
C -2.5778 0.3477 -3.9979
C -3.3067 -0.7676 -3.6216
C -4.0559 -1.4388 -4.5780
C -4.0653 -0.9966 -5.8916
C -3.3352 0.1281 -6.2574
C -2.5922 0.8106 -5.3101
H -4.2124 1.7272 -2.4796
H -6.2284 2.2650 -1.2515
H -6.3626 1.9773 1.2006
H -5.2124 1.2761 3.3208
H -3.1596 0.3941 4.4295
H -1.1726 -0.1158 3.0240
H -3.2911 -1.1078 -2.5961
H -4.6303 -2.3103 -4.2932
H -4.6466 -1.5264 -6.6347
H -3.3469 0.4753 -7.2817
H -2.0309 1.6959 -5.5797
C -0.1274 2.8294 5.5566
C 0.7855 3.1594 4.3770
C 1.1009 1.9533 3.5543
N 0.5899 1.7207 2.4025
N 0.9958 0.5240 1.8504
C 1.8261 -0.1399 2.6240
N 2.3211 -1.3533 2.3392
S 2.1764 0.6939 4.0985
H -0.3534 3.7301 6.1251
H 0.3384 2.1149 6.2371
H -1.0680 2.4026 5.2054
H 1.7134 3.6168 4.7265
H 0.3043 3.8734 3.7079
H 2.1386 -1.7503 1.4196
H 3.1241 -1.6946 2.8379
C -2.0219 -3.8614 3.2604
N -1.0688 -3.8464 2.1524
C -0.7141 -5.1235 1.5233
C -0.7079 -2.7245 1.6053
N -0.3697 -1.7333 1.1090
H -1.6348 -4.4918 4.0604
H -2.9837 -4.2524 2.9255
H -2.1571 -2.8502 3.6364
H -0.3156 -5.7934 2.2844
H 0.0471 -4.9519 0.7681
H -1.5947 -5.5741 1.0632

Atoms 1-3, force components in eV/Å:
Mo 0.1 -0.1 -0.2
N -0.1 0.0 0.1
C 0.0 0.0 0.0

=====

- Among the records above, which one has the lowest M?
  C29H36IN8NaS

=====

Please write out number 1 again, unchanged.
A structure of composition C29H36HgN4OSi. Source: OMol25; level of theory: ωB97M-V/def2-TZVPD.

Output
Electronic energy   -50719.2723 eV
Charge   -1
Orbital gap (alpha / beta)   6.103 / 4.290 eV
M   685.3 g/mol
HOMO (alpha / beta)   -3.31 / -3.30 eV
2S+1   2
LUMO level (alpha / beta)   2.80 / 0.99 eV
⟨S²⟩   0.7950

Cartesian coordinates (Å):
Hg 1.4131 -0.0671 0.2512
C -1.1823 -3.8336 -0.3146
Si -0.6525 -3.1106 1.3630
C 1.1963 -3.4810 1.4788
C -1.4844 -4.1801 2.6985
N -0.9112 -1.4552 1.5851
C -2.0514 -0.7757 1.4714
C -3.3161 -1.3343 1.1329
C -4.4661 -0.5868 0.9842
C -4.4525 0.7887 1.1719
C -3.2480 1.3820 1.5291
C -2.1000 0.6348 1.6664
O -0.9362 1.2608 2.1059
C -0.5129 2.3727 1.4504
C -0.6824 2.5488 0.0793
C -0.1496 3.6657 -0.5370
C 0.5543 4.6154 0.1908
C 0.7261 4.4318 1.5549
C 0.1950 3.3207 2.1861
H -0.8868 -4.8792 -0.4036
H -0.6975 -3.2811 -1.1172
H -2.2556 -3.7767 -0.4817
H 1.3681 -4.5480 1.6102
H 1.6606 -2.9590 2.3109
H 1.7151 -3.1645 0.5768
H -1.1840 -5.2257 2.6301
H -2.5702 -4.1371 2.6255
H -1.2101 -3.8125 3.6867
H -3.3617 -2.4038 0.9817
H -5.3924 -1.0866 0.7184
H -5.3472 1.3841 1.0580
H -3.1944 2.4506 1.7023
H -1.2066 1.7993 -0.4948
H -0.2721 3.7811 -1.6058
H 0.9676 5.4853 -0.3009
H 1.2805 5.1586 2.1349
H 0.3303 3.1648 3.2459
N 1.4031 0.0857 3.3486
C 2.4126 0.0139 4.3746
C 3.5103 -0.9799 4.0251
N 4.1137 -0.6916 2.7398
H 0.6547 0.7270 3.5778
H 0.9604 -0.8040 3.1471
H 2.0311 -0.2751 5.3742
H 2.8568 1.0114 4.4880
H 3.0773 -1.9830 3.9695
H 4.2271 -0.9858 4.8676
H 4.8448 -1.3522 2.5109
H 4.4955 0.2463 2.7040
C 3.7827 1.9317 -4.6147
C 3.0324 0.8229 -4.9881
C 1.8412 0.5349 -4.3520
C 1.3748 1.3598 -3.3090
C 2.1686 2.4562 -2.9155
C 3.3435 2.7439 -3.5737
N 0.2555 1.1267 -2.5805
C -0.7816 0.3835 -3.0630
C -1.1654 0.3600 -4.4150
C -2.2938 -0.3331 -4.8057
C -3.0515 -1.0311 -3.8746
C -2.6844 -1.0145 -2.5333
C -1.5737 -0.3072 -2.1249
H 4.7187 2.1480 -5.1153
H 3.3883 0.1719 -5.7758
H 1.2788 -0.3500 -4.6154
H 1.8253 3.0495 -2.0805
H 3.9398 3.5925 -3.2619
H -0.5971 0.9335 -5.1357
H -2.5898 -0.3240 -5.8483
H -3.9316 -1.5762 -4.1916
H -3.2728 -1.5408 -1.7935
H -1.2785 -0.2975 -1.0847

Atoms 1-3, force components in eV/Å:
Hg 0.3 -0.1 -0.1
C 0.0 0.1 0.2
Si 0.0 -0.1 0.1